Entry 1:
Entry from the Open Molecules 2025 dataset: a 2-piece molecular cluster, C6H16 overall in a non-equilibrium geometry (ωB97M-V/def2-TZVPD).

Values from the calculation:
Lowest unoccupied orbital energy, eV: 1.07
Maximum force, hartree/bohr: 0.0357
HOMO energy, eV: -11.1
Total energy, Ha: -238.1677

The geometry in XYZ format:
```
22
Properties=species:S:1:pos:R:3:forces:R:3
C 2.863 -0.193 -1.002 -0.8 0.5 -0.2
C 2.269 -1.198 -0.038 1.0 -0.3 1.1
C 1.994 -0.588 1.351 -0.6 -0.1 -0.2
H 2.624 -0.427 -2.040 0.5 -0.2 -0.1
H 3.916 0.033 -0.848 0.1 -0.3 -0.1
H 2.334 0.750 -0.828 0.1 0.1 0.0
H 1.388 -1.647 -0.413 -1.4 0.2 -0.6
H 2.839 -2.112 0.090 0.9 0.0 -0.1
H 2.524 -1.018 2.200 0.2 -0.2 -0.2
H 2.216 0.479 1.351 -0.1 0.0 0.0
H 0.927 -0.728 1.537 0.0 0.3 0.3
C -2.529 0.392 1.161 0.4 1.7 -0.6
C -2.346 0.101 -0.330 -0.7 -0.5 0.2
C -2.234 1.327 -1.205 1.2 0.3 0.3
H -3.389 1.059 1.298 -0.5 -0.8 0.1
H -1.774 1.103 1.525 0.5 -0.7 0.1
H -2.557 -0.528 1.729 -0.2 0.1 0.4
H -1.517 -0.588 -0.470 0.2 0.0 -0.1
H -3.250 -0.449 -0.605 0.1 -0.2 -0.3
H -3.065 2.001 -1.016 -0.2 0.0 -0.6
H -1.345 1.886 -0.950 0.4 0.4 0.9
H -1.919 1.161 -2.236 -1.2 -0.4 -0.3
```
Positions in Å, forces in eV/Å.

***

Entry 2:
Entry from the Open Molecules 2025 dataset: C6H16AsF12MgNO8S2 as an isolated structure in a non-equilibrium geometry (ωB97M-V/def2-TZVPD).

Values from the calculation:
Lowest unoccupied orbital energy, eV: 0.18
Maximum force, hartree/bohr: 0.0759
HOMO energy, eV: -11.6
Total energy, Ha: -5325.7315

The geometry in XYZ format:
```
47
Properties=species:S:1:pos:R:3:forces:R:3
Mg -0.242 -0.141 -0.067 0.6 0.6 0.4
C 3.294 -1.223 -1.814 -1.6 0.8 -0.5
F 3.633 -1.445 -0.545 0.0 0.2 0.1
F 4.342 -1.067 -2.557 1.5 -0.5 -0.4
F 2.587 -2.280 -2.231 0.2 -0.1 0.1
S 2.268 0.384 -2.144 -0.7 -3.6 0.3
O 3.178 1.185 -2.854 0.1 1.1 -0.7
O 1.012 -0.134 -2.674 1.1 0.5 -0.9
N 1.834 0.779 -0.699 0.6 1.0 1.8
S 2.902 1.492 0.297 -1.4 1.6 1.1
O 2.333 1.410 1.616 0.1 0.0 -0.4
O 4.293 1.290 0.159 0.7 -0.8 -0.9
C 2.686 3.284 -0.161 -0.6 0.6 -0.5
F 1.419 3.699 0.126 0.2 -0.5 -0.4
F 3.476 4.033 0.562 0.8 0.1 0.6
F 2.944 3.546 -1.451 -0.4 -0.4 0.6
As -3.272 -1.632 1.398 -0.2 -2.6 1.2
F -4.270 -0.311 1.133 -1.0 0.6 -0.2
F -3.290 -2.128 -0.321 -0.3 0.2 1.2
F -2.014 -2.809 1.686 -0.2 0.3 -0.4
F -3.050 -1.161 3.120 -0.1 0.0 -1.9
F -4.570 -2.775 1.820 1.4 1.4 -0.6
F -1.977 -0.509 0.787 0.4 -0.1 0.6
C -0.586 -2.531 -2.225 0.5 0.2 -0.4
O -0.364 -1.974 -0.925 2.2 1.4 -2.0
H 0.308 -2.322 -2.837 -0.6 -0.3 0.3
H -0.804 -3.599 -2.155 0.2 0.1 0.1
H -1.449 -2.033 -2.627 -0.4 0.1 -0.5
H -0.843 -2.479 -0.345 -2.0 -2.1 2.6
C 0.555 -0.834 2.801 0.9 2.1 0.5
O 0.898 -1.046 1.431 -0.2 -0.1 0.3
H 0.615 -1.679 3.422 0.8 -1.3 0.5
H 0.954 0.101 3.312 0.5 -1.3 -1.0
H -0.449 -0.599 2.813 -2.4 0.2 -0.3
H 1.788 -1.385 1.315 0.2 0.0 0.1
C -1.485 1.878 2.279 -0.6 -0.6 -0.4
O -0.441 1.502 1.295 -0.8 1.2 0.4
H -1.168 1.499 3.271 -0.2 0.4 -0.5
H -1.701 2.971 2.305 0.6 -0.7 -0.2
H -2.449 1.369 1.987 1.3 0.5 0.3
H 0.242 2.202 1.283 -0.4 -0.6 0.1
C -2.536 1.015 -1.821 -1.3 -0.6 -0.1
O -1.130 0.720 -1.651 -1.0 -0.1 -0.4
H -2.651 2.010 -1.373 -0.5 -0.4 -0.2
H -2.869 0.998 -2.899 0.8 0.3 1.0
H -3.225 0.232 -1.346 1.3 1.1 -0.2
H -0.726 0.497 -2.498 0.3 0.0 0.1
```
Positions in Å, forces in eV/Å.

***

Entry 3:
Entry from the Open Molecules 2025 dataset: an isolated ion of composition C6H16B2NO4 and charge +1 in a non-equilibrium geometry (ωB97M-V/def2-TZVPD).

Values from the calculation:
Lowest unoccupied orbital energy, eV: -3.76
Maximum force, hartree/bohr: 0.0807
HOMO energy, eV: -13.6
Total energy, Ha: -643.3732
Total charge: +1

The geometry in XYZ format:
```
29
Properties=species:S:1:pos:R:3:forces:R:3
C 0.524 2.971 2.227 -0.5 0.4 -0.1
C 1.232 2.423 0.852 -1.0 -0.2 -0.8
B 0.165 1.535 -0.088 -1.5 1.1 2.4
O -1.295 1.768 0.173 2.6 -2.2 0.0
C 0.677 0.436 -1.202 0.5 0.4 -2.0
C -0.434 0.165 -2.416 -0.4 0.9 1.7
N -0.453 -1.377 -2.435 0.3 0.3 -1.9
C 0.176 -1.985 -1.164 -0.6 0.8 2.0
C -0.898 -2.156 0.065 -1.0 0.4 -1.4
B -0.241 -2.138 1.573 1.4 0.2 2.6
O 1.160 -2.431 1.931 -3.1 0.3 -2.4
O -1.158 -1.749 2.698 2.2 1.0 -3.3
O 1.099 -0.901 -0.721 -1.4 -1.2 -1.4
H -0.386 3.684 1.933 2.1 -1.6 0.6
H 1.305 3.599 2.837 -1.6 -1.3 -1.1
H 0.054 2.114 2.905 1.3 1.8 -1.5
H 2.158 1.721 1.018 -1.5 1.7 -0.2
H 1.499 3.376 0.187 -0.1 -2.0 1.4
H -1.726 0.937 0.535 0.5 1.5 -0.9
H 1.676 0.896 -1.661 -2.2 -1.0 0.7
H -0.085 0.689 -3.428 -1.1 -1.6 2.2
H -1.561 0.384 -2.110 2.7 0.4 -0.7
H -1.462 -1.678 -2.589 1.8 0.0 0.0
H 0.171 -1.550 -3.278 -1.2 -0.7 1.2
H 0.638 -3.020 -1.467 -0.3 2.3 0.7
H -1.625 -1.211 0.011 1.4 -1.9 0.1
H -1.605 -3.103 -0.039 1.5 1.9 0.1
H 1.730 -2.631 1.131 -1.0 0.4 1.4
H -1.333 -0.769 2.523 0.0 -1.9 0.7
```
Positions in Å, forces in eV/Å.

***

Entry 4:
Entry from the Open Molecules 2025 dataset: a 2-piece molecular cluster, C6H16BN overall in a non-equilibrium geometry (ωB97M-V/def2-TZVPD).

Values from the calculation:
Lowest unoccupied orbital energy, eV: 0.52
Maximum force, hartree/bohr: 0.0984
HOMO energy, eV: -7.6
Total energy, Ha: -317.7215

The geometry in XYZ format:
```
24
Properties=species:S:1:pos:R:3:forces:R:3
B -0.248 -0.385 -0.977 1.6 -0.2 1.0
C 2.828 -0.055 -0.345 0.0 1.8 -1.0
C 1.275 1.556 1.065 -1.5 -1.6 0.3
C -1.474 -1.460 0.915 -2.0 1.9 3.2
C -2.185 0.919 0.274 1.5 -1.0 -3.1
C 1.614 0.173 0.442 -5.0 -0.8 0.0
C -1.626 -0.468 -0.238 -0.3 1.0 1.4
N -0.248 -0.927 -2.279 -0.1 -0.4 -0.6
H 2.679 0.686 -1.150 0.6 -0.3 -0.2
H 2.896 -1.042 -0.838 0.4 0.4 0.8
H 3.665 0.369 0.234 0.5 -0.9 -0.3
H 1.506 1.676 2.143 0.3 -0.2 -0.6
H 1.767 2.225 0.469 1.6 2.4 -1.1
H 0.202 1.843 0.956 0.9 -0.5 0.2
H -1.158 -2.405 0.681 1.2 -2.3 -1.0
H -2.452 -1.700 1.533 1.5 0.9 -1.3
H -0.754 -1.049 1.711 -0.9 -0.5 -1.2
H -1.969 1.505 -0.643 -0.8 0.5 0.6
H -3.225 0.861 0.453 -1.0 0.1 0.4
H -1.633 1.395 1.033 0.4 0.2 1.3
H 1.381 -0.526 1.234 0.2 -0.7 -0.2
H -2.341 -0.741 -1.023 -0.2 -0.6 0.3
H 0.546 -1.059 -2.880 0.5 0.2 0.2
H -1.047 -1.391 -2.768 0.6 0.9 1.2
```
Positions in Å, forces in eV/Å.

***

Entry 5:
Entry from the Open Molecules 2025 dataset: a 4-piece molecular cluster, C6H16BrNO2 overall in a non-equilibrium geometry (ωB97M-V/def2-TZVPD).

Values from the calculation:
Lowest unoccupied orbital energy, eV: -5.04
Maximum force, hartree/bohr: 0.0817
HOMO energy, eV: -9.2
Total energy, Ha: -3017.1973

The geometry in XYZ format:
```
26
Properties=species:S:1:pos:R:3:forces:R:3
C 0.696 -5.716 0.059 -1.1 1.3 0.4
C -0.323 -4.764 -0.479 0.4 3.6 -2.1
O -1.401 -5.073 -0.902 -0.8 -1.3 0.5
N 0.021 -3.402 -0.822 3.2 -1.7 2.1
H -0.269 -0.522 1.504 0.1 -0.1 -1.3
H -0.693 -2.925 -1.243 -2.2 1.3 -1.5
C 1.052 -2.609 -0.224 -1.4 -0.7 2.7
H 0.009 -6.204 0.767 1.3 -1.0 -0.2
H 1.610 -5.278 0.440 -0.2 0.1 0.6
H 0.998 -6.165 -0.864 -0.1 -1.4 -0.2
H 1.784 -2.089 -0.804 0.5 -0.2 -0.8
H 1.431 -3.197 0.649 0.5 0.5 -1.0
H 0.603 -1.715 0.345 -0.4 0.0 0.0
Br -1.040 0.528 -2.002 0.2 -0.4 0.8
C -1.588 4.454 0.844 0.4 0.1 -1.0
C -0.530 3.717 0.006 0.2 -0.9 0.1
C 0.680 4.642 -0.092 -0.4 -0.5 -0.1
O -0.119 2.461 0.658 -0.6 1.0 0.8
H -2.486 3.874 1.037 -0.2 0.1 -0.3
H -1.784 5.453 0.356 -0.1 -1.2 0.4
H -1.140 4.665 1.791 0.3 0.2 0.8
H -0.932 3.358 -0.953 0.1 0.7 0.0
H 0.498 5.539 -0.684 0.1 -0.2 -0.2
H 1.558 4.092 -0.379 0.4 -0.1 -0.8
H 0.920 4.939 0.907 0.0 0.5 0.8
H 0.445 1.935 0.086 -0.1 0.2 -0.5
```
Positions in Å, forces in eV/Å.

***

Entry 6:
Entry from the Open Molecules 2025 dataset: C6H16ClO7S2V as an isolated structure in a non-equilibrium geometry (ωB97M-V/def2-TZVPD).

Values from the calculation:
Lowest unoccupied orbital energy (alpha / beta), eV: -6.73 / -6.39
Multiplicity: 2
Maximum force, hartree/bohr: 0.2136
<S²>: 0.939
HOMO energy (alpha / beta), eV: -14.0 / -14.0
Total energy, Ha: -2964.7532
Total charge: +1

The geometry in XYZ format:
```
33
Properties=species:S:1:pos:R:3:forces:R:3
O -0.986 -1.773 4.584 0.0 -2.3 0.3
V -0.328 -2.496 3.344 0.5 -6.7 8.7
Cl -0.493 -1.023 2.345 1.0 9.4 2.9
O 0.826 1.325 -1.143 -0.2 0.6 1.7
S 1.241 1.846 0.144 1.4 1.8 1.1
O 2.414 2.729 0.233 -2.9 -1.6 -0.2
O -0.018 2.563 0.942 1.7 -0.2 -1.0
C -1.287 1.908 1.095 0.1 -0.1 -0.6
C -2.415 2.774 0.646 0.2 0.2 0.9
C 1.564 0.522 1.361 0.6 1.1 -1.4
H -1.427 1.705 2.157 0.2 -0.4 0.0
H -1.376 1.031 0.454 0.6 0.0 0.4
H -3.271 2.120 0.812 -0.5 0.3 -0.5
H -2.271 3.095 -0.385 -0.3 0.1 0.2
H -2.475 3.577 1.381 -0.3 0.4 -0.5
H 0.767 -0.211 1.238 2.2 1.9 0.5
H 1.600 1.007 2.337 0.0 -0.1 -0.1
H 2.538 0.133 1.064 0.0 -0.2 0.2
O -1.832 -3.203 -1.141 1.9 0.1 0.4
S -0.516 -2.703 -0.827 1.4 0.9 -1.3
O 0.646 -3.481 -0.338 -2.5 1.2 -0.6
O -0.024 -1.776 -2.138 -2.1 -2.0 2.4
C 1.297 -1.236 -2.163 1.0 -0.9 -0.8
C 1.379 -0.442 -3.446 -0.1 0.7 0.5
C -0.770 -1.355 0.420 -1.3 -0.7 -6.9
H 2.008 -2.051 -2.296 0.0 -0.2 0.5
H 1.486 -0.690 -1.239 0.1 0.0 -0.4
H 1.185 -1.050 -4.330 0.0 -0.2 0.2
H 2.394 -0.050 -3.512 -0.1 0.2 -0.1
H 0.664 0.379 -3.404 0.2 0.1 -0.2
H 0.221 -0.950 0.625 -0.7 -1.5 -2.6
H -1.408 -1.660 1.250 -1.9 -1.6 -3.0
H -1.333 -0.561 -0.070 0.0 -0.4 -0.4
```
Positions in Å, forces in eV/Å.

***

Entry 7:
Entry from the Open Molecules 2025 dataset: C6H16F2O6S2Tl as an isolated structure in a non-equilibrium geometry (ωB97M-V/def2-TZVPD).

Values from the calculation:
Lowest unoccupied orbital energy, eV: -7.75
Maximum force, hartree/bohr: 0.2137
HOMO energy, eV: -14.2
Total energy, Ha: -1857.6552
Total charge: +1

The geometry in XYZ format:
```
33
Properties=species:S:1:pos:R:3:forces:R:3
Tl -25.984 5.050 -21.803 0.6 -2.4 -1.9
F -24.712 6.657 -22.591 1.1 -2.3 -3.3
F -27.907 5.456 -20.683 1.5 -0.5 -1.0
O -24.894 8.968 -20.253 -1.7 -2.5 -0.3
S -25.942 7.966 -20.315 -1.0 2.5 2.5
O -25.728 6.623 -20.895 -0.1 7.4 8.1
O -26.493 7.760 -18.764 3.3 2.1 -2.4
C -27.512 6.878 -18.559 -1.8 -2.7 2.1
C -27.698 6.729 -17.038 0.4 0.8 1.3
C -27.500 8.606 -21.036 0.7 -0.5 -0.6
H -27.271 5.902 -18.981 0.0 0.3 0.3
H -28.435 7.199 -19.043 -0.1 0.1 0.1
H -28.458 6.065 -16.627 -0.3 -0.2 -0.9
H -27.868 7.663 -16.502 -0.5 0.5 -0.6
H -26.814 6.457 -16.462 0.6 -0.6 -0.8
H -28.165 8.894 -20.222 0.2 -0.2 -0.1
H -27.858 7.757 -21.617 -0.3 0.2 0.3
H -27.363 9.449 -21.714 0.5 0.0 0.2
O -27.372 4.755 -23.153 -1.9 -1.2 -3.3
S -28.775 4.658 -23.646 -3.6 0.3 0.9
O -29.026 4.460 -25.060 0.9 -0.4 2.9
O -29.563 3.554 -22.647 1.2 1.9 -5.3
C -29.488 3.661 -21.270 0.2 -2.2 2.4
C -30.485 2.591 -20.801 0.1 0.9 0.0
C -29.592 6.187 -23.063 0.3 0.3 0.2
H -29.676 4.653 -20.860 -0.2 -0.5 -0.3
H -28.503 3.295 -20.979 0.1 0.4 0.2
H -30.312 2.347 -19.753 -0.3 0.4 0.1
H -30.377 1.647 -21.333 -0.1 0.3 -0.3
H -31.440 3.083 -20.985 -0.4 -0.8 0.3
H -29.303 6.357 -22.027 0.2 -0.4 -0.1
H -30.682 6.162 -23.060 0.1 -0.7 -0.5
H -29.293 7.064 -23.637 0.3 -0.4 -0.4
```
Positions in Å, forces in eV/Å.

***

Entry 8:
Entry from the Open Molecules 2025 dataset: C6H16FeLiO14P2S2 as an isolated structure in a non-equilibrium geometry (ωB97M-V/def2-TZVPD).

Values from the calculation:
Lowest unoccupied orbital energy (alpha / beta), eV: 3.99 / 3.99
Multiplicity: 6
Maximum force, hartree/bohr: 0.2042
<S²>: 8.768
HOMO energy (alpha / beta), eV: 0.8 / 1.2
Total energy, Ha: -4041.8440
Total charge: -2

The geometry in XYZ format:
```
42
Properties=species:S:1:pos:R:3:forces:R:3
Li -4.216 2.559 -1.382 2.0 0.0 0.9
Fe -1.619 1.591 -0.471 0.1 2.2 -0.2
P -2.306 2.813 1.562 -5.3 2.2 -5.8
O -1.223 3.271 0.586 6.1 2.7 3.3
O -3.273 3.730 2.299 2.4 -0.8 2.4
O -2.256 1.307 1.400 2.7 -5.1 6.6
O -3.126 2.659 0.188 -7.3 1.6 -3.8
P -1.769 1.521 -2.899 1.6 10.3 1.1
O -0.500 1.131 -2.099 2.0 -5.2 -2.3
O -1.738 2.868 -2.048 2.0 6.0 1.9
O -2.921 1.310 -1.933 -6.5 -7.8 -1.8
O -1.870 2.434 -4.152 -0.1 -4.8 -2.6
O 0.448 1.071 0.434 2.2 -1.4 0.9
S 1.368 0.611 1.442 -1.6 1.9 -0.4
O 1.127 -0.585 2.198 0.6 -0.4 -0.2
O 2.857 0.516 0.677 -1.8 0.5 1.4
C 3.923 -0.218 1.291 -0.5 -0.9 -1.6
C 4.501 -1.047 0.156 1.3 -0.9 1.0
C 1.487 2.006 2.623 1.1 -0.6 -0.8
H 3.568 -0.956 2.012 -0.1 0.6 0.5
H 4.681 0.487 1.632 -0.2 -0.1 0.4
H 3.959 -1.947 -0.135 -0.9 0.7 -0.3
H 5.341 -1.582 0.623 0.6 0.5 -0.3
H 4.828 -0.422 -0.670 -0.1 -0.2 -0.1
H 2.408 1.881 3.195 0.1 0.0 -0.1
H 0.660 2.060 3.326 -0.4 -0.4 -0.5
H 1.524 2.876 1.969 -0.2 0.1 0.2
O -1.972 -0.559 -0.374 -0.5 -1.2 0.2
S -2.320 -1.932 -0.268 0.9 0.1 0.8
O -3.553 -2.438 -0.793 0.1 -0.1 -0.1
O -1.062 -2.710 -0.907 -1.3 -0.2 1.0
C -0.702 -2.289 -2.234 1.1 -0.2 0.0
C 0.760 -1.841 -2.163 0.5 0.1 -0.8
C -2.133 -2.490 1.445 0.2 -0.3 -0.1
H -1.339 -1.510 -2.649 -0.1 0.1 0.4
H -0.836 -3.222 -2.785 0.2 0.3 -0.5
H 1.019 -1.114 -2.936 -0.4 0.0 -0.2
H 1.447 -2.681 -2.299 -0.1 -0.2 0.2
H 1.058 -1.306 -1.262 -0.6 -0.1 0.3
H -2.819 -3.286 1.733 -0.3 0.1 -0.6
H -2.277 -1.661 2.136 0.2 0.4 -0.4
H -1.131 -2.908 1.534 0.1 0.4 0.0
```
Positions in Å, forces in eV/Å.

***

> Which value of maximum force does entry 3 give?

0.0807 hartree/bohr